# 1
60
Properties=species:S:1:pos:R:3:forces:R:3:nbo_charge:R:1 method="wB97M-V/def2-TZVPD" spin_multiplicity=1 molar_mass_da=342.43 total_energy_ev=-33422.616
N -8.09000 -4.30007 15.79204 0.12 -0.10 -0.33 -0.848
H -7.26457 -4.76975 16.13582 0.44 -0.02 0.38 0.451
H -8.86796 -4.43039 16.42283 -0.39 -0.11 0.20 0.454
H -8.28943 -4.70587 14.88890 -0.62 -0.42 -0.91 0.482
H -7.92729 -3.31587 15.63402 0.19 0.53 0.09 0.456
N -10.43055 -4.80883 11.37353 0.58 -2.00 -2.08 0.727
O -11.41836 -4.18373 11.55641 -3.62 3.08 1.81 -0.524
O -10.12611 -5.04883 10.20668 1.51 -0.42 -1.68 -0.568
O -9.80666 -5.33038 12.29145 1.75 -0.59 2.40 -0.626
C -7.71135 -9.00589 9.05806 -0.54 0.39 -0.71 -0.250
O -7.20136 -7.67464 8.93650 0.45 -0.65 0.05 -0.734
H -8.79397 -8.89555 8.99592 -0.14 -0.64 0.52 0.173
H -7.44715 -9.64001 8.21178 0.33 0.39 -0.36 0.167
H -7.35301 -9.57149 9.91817 -0.19 0.43 0.46 0.159
H -7.89219 -7.08819 9.25341 0.02 0.18 0.10 0.484
C -11.63845 -6.24769 5.97171 -0.17 0.06 1.61 -0.256
O -12.51135 -6.39773 7.12033 0.30 0.27 -0.52 -0.737
H -12.17854 -5.70758 5.19412 0.06 -0.56 -0.21 0.180
H -10.79502 -5.63025 6.28076 0.16 0.11 -0.25 0.169
H -11.25471 -7.24711 5.76678 -0.09 0.15 -0.87 0.169
H -11.94222 -6.22848 7.87469 -0.22 0.02 0.34 0.476
C -12.71409 -1.21362 8.55862 -1.15 1.74 0.29 -0.626
C -11.64802 -0.30044 9.21742 -0.74 -2.16 -0.09 0.104
C -12.02027 0.17492 10.63937 -0.83 -0.11 -0.37 -0.648
O -10.52250 -1.12593 9.15368 2.54 0.46 0.10 -0.746
H -12.97741 -2.12013 9.10359 0.64 -0.18 0.02 0.219
H -12.40913 -1.37222 7.52423 -0.04 -0.42 0.19 0.215
H -13.65026 -0.65560 8.54078 -0.33 0.09 -0.30 0.188
H -11.46755 0.48806 8.48681 0.09 0.39 0.45 0.172
H -11.71939 1.17443 10.95329 0.18 0.06 -0.44 0.209
H -11.73565 -0.48952 11.45522 0.34 -0.37 -0.38 0.218
H -13.10935 0.13113 10.63040 -0.18 0.40 0.34 0.208
H -10.63784 -1.98832 9.55936 -0.48 -0.07 0.20 0.485
C -7.32376 -3.14610 6.10851 -0.64 1.07 -0.77 -0.638
C -7.27894 -2.02722 5.01268 0.31 0.05 -0.45 0.104
C -8.33484 -2.07789 3.91134 -0.52 -1.37 0.79 -0.628
O -7.29728 -0.70050 5.52314 0.40 0.12 0.67 -0.728
H -8.12349 -2.91225 6.81125 0.04 0.08 0.26 0.211
H -6.36461 -3.19047 6.62442 -0.16 -0.06 0.03 0.218
H -7.59615 -4.11806 5.69716 0.31 -0.01 -0.19 0.215
H -6.29837 -2.09028 4.54089 0.10 -0.09 -0.12 0.161
H -8.25904 -1.31457 3.13694 0.33 -0.11 0.19 0.220
H -9.32039 -2.01179 4.37224 -0.19 0.34 0.09 0.198
H -8.34340 -3.08996 3.50669 0.16 0.03 -0.56 0.201
H -7.97615 -0.62522 6.19774 -0.18 -0.06 0.11 0.465
C -14.38978 -5.27307 15.46652 -1.98 0.28 0.51 -0.657
C -14.78551 -5.80683 14.06218 1.41 -2.18 0.23 0.110
C -15.80401 -6.97123 14.04606 0.37 1.17 0.34 -0.620
O -15.17089 -4.92226 13.07243 -0.61 1.50 0.07 -0.710
H -13.74069 -4.39917 15.52209 0.17 -0.16 -0.45 0.206
H -14.09074 -6.00892 16.21297 0.80 -0.59 -0.68 0.212
H -15.30205 -5.00087 15.99734 -0.45 0.71 -0.22 0.206
H -13.86744 -6.26151 13.69002 0.38 -0.31 -0.05 0.138
H -16.04270 -7.21004 13.00968 0.41 -0.24 0.04 0.228
H -16.75823 -6.65638 14.46849 0.03 -0.13 0.44 0.201
H -15.33138 -7.79217 14.58530 -0.50 -0.23 -0.06 0.206
H -14.41426 -4.36939 12.86401 0.07 0.19 -0.23 0.479
O -10.83655 -8.21806 15.32230 0.23 -0.14 0.24 -0.936
H -10.96129 -7.85650 14.44482 -0.06 0.10 -0.42 0.484
H -10.91010 -7.46280 15.90573 -0.19 0.11 0.12 0.452

---

# 2
20
Properties=species:S:1:pos:R:3:forces:R:3:nbo_charge:R:1 method="wB97M-V/def2-TZVPD" smiles="C=CC[C@@H](C)N.O" spin_multiplicity=1 e_above_lowest_kcal_mol=66.8 molar_mass_da=103.16 total_energy_ev=-8931.114
C -2.37966 -0.14356 -2.10936 2.23 -1.85 2.69 -0.396
C -1.25731 -0.31504 -1.27970 -3.18 0.58 -2.83 -0.187
C -1.18242 -1.21954 -0.06733 0.21 1.05 1.49 -0.469
C 0.27054 -1.46289 0.33269 -0.17 0.34 0.16 -0.050
C 0.89355 -0.13286 0.68752 2.44 -1.57 0.38 -0.624
N 0.28132 -2.32142 1.49129 0.77 -1.00 2.54 -0.847
H -2.22910 0.43201 -3.00636 -0.46 0.31 -0.05 0.201
H -3.32646 -0.72828 -1.91358 1.16 0.84 -0.45 0.198
H -0.41926 0.36856 -1.59401 -0.55 -1.20 0.78 0.207
H -1.68828 -0.70634 0.79299 0.46 0.08 -0.47 0.200
H -1.62577 -2.20341 0.04124 -0.64 -0.23 -1.43 0.237
H 0.65231 -2.05877 -0.52021 0.72 0.83 0.30 0.193
H 1.92077 -0.31980 1.11234 -1.19 0.26 0.50 0.206
H 1.19247 0.40648 -0.12915 0.39 1.47 -2.60 0.202
H 0.25397 0.52914 1.22697 -0.37 0.04 1.00 0.213
H 1.08949 -2.27386 2.23177 -1.80 0.31 -2.47 0.370
H -0.55227 -2.07658 2.00962 -0.01 -0.26 0.45 0.346
O 2.87313 4.85551 0.44047 0.74 0.33 0.83 -0.999
H 3.06986 3.93782 0.15644 -1.27 1.36 -0.45 0.499
H 2.16313 5.43282 0.09637 0.53 -1.70 -0.38 0.499

---

# 3
12
Properties=species:S:1:pos:R:3:forces:R:3:nbo_charge:R:1 method="wB97M-V/def2-TZVPD" spin_multiplicity=1 total_charge=-1 e_above_lowest_kcal_mol=48.9 molar_mass_da=111.21 total_energy_ev=-25904.775
C 2.29470 0.06466 0.58648 -0.55 0.37 0.64 0.287
O 3.05585 0.82969 1.11821 0.64 0.39 -0.03 -0.565
H 1.69640 0.34952 -0.28369 -0.02 -0.29 -0.28 0.143
H 1.60524 -4.90872 1.48084 0.03 0.43 1.06 0.000
H 2.09648 -0.89471 1.07427 -0.20 -0.44 -0.34 0.109
C -1.57138 1.99545 -0.51531 0.26 0.95 -1.82 -0.777
S -1.22763 0.39202 0.22373 -0.07 0.25 2.17 -0.063
S -0.73768 -1.31691 -0.77452 0.06 0.19 -1.02 -0.717
H -1.66651 2.75512 0.26040 -0.24 -0.51 0.63 0.212
H -0.77997 2.46783 -1.12358 0.15 -0.63 -0.10 0.186
H -2.47264 2.06602 -1.13976 -0.03 -0.29 0.16 0.185
H 1.58404 -5.17682 0.82067 -0.04 -0.43 -1.06 0.000

---

# 4
8
Properties=species:S:1:pos:R:3:forces:R:3:nbo_charge:R:1 method="wB97M-V/def2-TZVPD" spin_multiplicity=1 e_above_lowest_kcal_mol=125.7 molar_mass_da=56.07 total_energy_ev=-5113.509
C -0.57652 -0.36849 -0.07754 0.44 -0.55 0.10 -0.268
C 0.57302 0.27962 -0.73055 0.02 -0.73 0.60 0.005
N 0.45412 1.52459 -0.08274 1.51 0.26 4.59 -0.327
N -0.70172 0.96405 -0.65841 -1.45 0.33 -0.65 -0.208
H -1.12282 -1.15182 -0.59029 -0.03 0.03 -0.08 0.211
H -0.57320 -0.40268 1.01077 0.07 0.09 0.11 0.197
H 1.18244 0.04408 -1.57726 0.01 0.05 -0.40 0.210
H 0.55359 1.27958 1.43368 -0.57 0.51 -4.26 0.181

---

# 5
13
Properties=species:S:1:pos:R:3:forces:R:3:nbo_charge:R:1 method="wB97M-V/def2-TZVPD" smiles="CNC(=O)N=C=C(Cl)Cl" spin_multiplicity=1 e_above_lowest_kcal_mol=50.4 molar_mass_da=167.00 total_energy_ev=-34282.204
C 0.31599 0.14020 0.27350 1.22 -2.94 2.29 -0.440
N -0.61032 -0.40191 -0.75444 1.39 -1.49 4.63 -0.618
C -0.91459 0.04461 -1.92420 1.36 3.54 -1.39 0.853
O -1.63912 -0.42836 -2.69782 -1.34 -0.98 -2.18 -0.534
N -0.32843 1.51340 -2.28496 -0.42 -1.14 1.05 -0.505
C 0.46409 2.39595 -2.47740 -0.02 0.31 -0.97 0.445
C 1.15966 3.53048 -2.76358 -1.39 -2.09 2.29 -0.385
Cl 1.45671 4.10374 -4.30929 0.27 0.37 -0.61 0.084
Cl 1.33859 4.48791 -1.29081 0.32 0.16 -0.62 0.001
H 1.24589 -0.54490 0.22177 -0.67 1.95 -0.47 0.208
H 0.46119 1.22236 0.32880 0.08 -0.44 -0.64 0.245
H 0.08062 -0.21060 1.39800 -0.70 0.95 -2.56 0.219
H -0.83779 -1.40896 -0.53979 -0.11 1.81 -0.84 0.427

---

no.,strongest force on any atom (eV/Å)
1,5.09
2,4.30
3,2.19
4,4.84
5,5.06